[1]
Molecular formula: C6H10O5Tl
Method: DFT, ωB97M-V/def2-TZVPD

Last column: Löwdin charge in e.
Geometry (Å):
O 2.7994 2.4959 -1.2421  0.377
C 1.8457 2.2750 -0.5803  0.242
C 1.8285 1.9265 0.9065  -0.062
O 0.7784 1.1026 1.2927  -0.088
C 1.1366 -0.2410 1.5164  -0.155
C -0.0175 -0.9763 2.1523  -0.107
O -1.2342 -0.8222 1.4015  -0.409
C -2.2139 0.0378 2.0016  -0.003
H 2.8147 1.4845 1.1411  0.186
H 1.7336 2.8777 1.4508  0.189
H 2.0006 -0.3095 2.2004  0.166
H 1.4238 -0.7254 0.5653  0.136
H 0.2127 -2.0477 2.1929  0.163
H -0.1993 -0.6192 3.1730  0.162
H -3.0763 0.0833 1.3272  0.110
H -2.5240 -0.3845 2.9652  0.131
H -1.7915 1.0408 2.1299  0.118
O 0.2486 -1.2323 -1.6086  -0.093
C -0.1956 -0.1217 -2.0161  -0.440
O -1.3448 0.2606 -1.6634  -0.067
Tl -1.3912 -1.3525 -0.4525  1.272
H 0.4989 0.5961 -2.5279  0.174

As for the multiplicity: 2. Its expectation value of S² is 0.753. The net charge is +2. As for the orbital gap (spin up / spin down): 4.28 / 7.39 eV.

---

[2]
Molecular formula: C6H10OS
Method: DFT, ωB97M-V/def2-TZVPD

Last column: natural (NBO) charge in e.
Geometry (Å):
C 0.4138 1.4736 0.8812  -0.663
C 0.9308 0.5448 -0.2553  -0.327
S 2.4906 -0.3929 0.0702  -0.055
C -0.2868 -0.2535 -0.6030  0.044
C -0.7663 -1.4020 0.1645  -0.253
C -1.9690 -1.0144 0.6572  -0.195
C -2.4818 0.2705 -0.1719  -0.094
O -1.3015 0.8565 -0.7129  -0.544
H 0.1142 0.5996 1.4809  0.204
H -0.5183 2.1599 0.5615  0.281
H 1.4311 1.7434 1.2322  0.222
H 0.9974 1.0975 -1.1955  0.221
H 2.7809 -0.4920 -1.3004  0.146
H -0.2112 -0.6123 -1.6325  0.183
H -0.2280 -2.3756 0.1677  0.254
H -2.8611 -1.2705 1.3249  0.225
H -3.1924 0.0156 -0.8345  0.177
H -2.7955 0.8548 0.7406  0.173

The SMILES is C[C@@H](S)[C@H]1C=CCO1. As for the orbital gap: 9.81 eV.

---

[3]
Molecular formula: C6H10OSi
Method: DFT, ωB97M-V/def2-TZVPD

Last column: natural (NBO) charge in e.
Geometry (Å):
C -2.5437 0.6851 -0.1736  -0.168
C -1.3141 1.0601 0.3359  -0.860
C -2.5662 -1.6952 0.1602  0.427
C -2.6732 -0.5154 -0.9064  -0.573
C 1.7999 1.3017 0.7077  -1.115
C 0.7636 -1.5153 -0.0717  -1.116
O -1.8272 -1.5731 1.0937  -0.556
Si 0.2375 0.2301 0.4382  1.519
H -3.3968 1.3265 0.0194  0.212
H -1.3981 2.0853 0.7091  0.250
H -3.7572 -0.6626 -1.2584  0.239
H -1.9990 -1.0600 -1.5852  0.261
H 1.7428 2.0431 -0.0085  0.239
H 2.0367 1.8948 1.6707  0.256
H 2.6966 0.7482 0.6056  0.240
H -0.0910 -2.0445 -0.5260  0.247
H 1.7168 -1.6454 -0.6898  0.247
H 0.8138 -2.0950 0.7578  0.250

As for the orbital gap (spin up / spin down): 7.24 / 6.33 eV.

---

[4]
Molecular formula: C6H10OSi2
Method: DFT, ωB97M-V/def2-TZVPD

Last column: natural (NBO) charge in e.
Geometry (Å):
C -2.9255 0.3725 -0.8433  -0.183
C -1.8275 -0.4993 -1.1409  -0.214
C -2.9303 0.9912 0.3884  -0.229
C -0.7756 -0.6435 -0.3136  -0.219
C -1.8349 0.8364 1.1920  -0.189
C -0.6270 0.0966 0.8383  -0.509
O 2.0875 -0.7006 -0.2437  -1.100
Si 3.0019 -0.7398 -1.6424  1.162
Si 0.9199 -0.0635 2.0450  0.777
H -3.7970 0.4446 -1.3876  0.203
H -1.9128 -1.1495 -2.0211  0.207
H -3.7494 1.5379 0.6451  0.205
H -0.0433 -1.3044 -0.6824  0.213
H -1.9482 1.4015 2.1137  0.202
H 2.3799 -0.1170 0.3738  0.489
H 2.1131 0.3127 -2.2308  -0.182
H 4.5181 -0.3857 -1.5331  -0.194
H 3.2850 -2.0283 -2.3667  -0.176
H -0.1623 -0.4784 3.2503  -0.262

As for the orbital gap: 7.57 eV.

---

[5]
Molecular formula: C6H10S
Method: DFT, ωB97M-V/def2-TZVPD

Last column: natural (NBO) charge in e.
Geometry (Å):
C 1.5004 -0.6445 1.3301  -0.631
C 0.3902 -0.6788 0.2757  -0.106
C -1.0143 -1.4170 0.1135  -0.396
C -1.5245 -0.1494 -0.6553  -0.440
C -0.1854 0.4934 -0.4283  0.032
C 0.1761 1.8852 -0.4897  -0.676
S 1.1018 -0.6999 -1.3991  -0.048
H 2.1401 0.1111 0.8170  0.243
H 1.9638 -1.6554 1.4061  0.225
H 1.0025 -0.4435 2.2927  0.212
H -1.4475 -1.6032 1.1609  0.209
H -0.9842 -2.2198 -0.5567  0.222
H -1.6388 -0.3202 -1.7610  0.232
H -2.5036 0.3419 -0.1406  0.219
H 1.3110 2.0102 -0.6351  0.244
H -0.1946 2.6159 0.1863  0.232
H -0.0931 2.3740 -1.5164  0.228

The SMILES is C[C@@]12CC[C@]1(C)S2. As for the orbital gap: 9.37 eV.

---

[6]
Molecular formula: C6H10S
Method: DFT, ωB97M-V/def2-TZVPD

Last column: natural (NBO) charge in e.
Geometry (Å):
C 1.7633 -0.3909 0.7954  -0.207
C 1.9367 0.7926 0.2595  -0.164
C 0.5110 -1.0260 0.3557  -0.436
C 0.7731 1.1104 -0.6523  -0.431
C -1.4322 0.0755 -1.0164  -0.239
C 0.0115 -0.1616 -0.8205  -0.320
S -2.8915 -0.7746 2.1854  -0.120
H 2.4083 -0.6448 1.5642  0.211
H 2.7590 1.4684 0.4068  0.209
H 0.7333 -2.0405 0.2134  0.216
H -0.4551 -1.0876 0.8976  0.226
H 0.2921 2.0434 -0.1792  0.215
H 1.1044 1.2734 -1.6668  0.215
H -1.9959 0.8188 -0.4351  0.174
H -2.0121 -0.5706 -1.6832  0.176
H 0.2743 -0.6072 -1.7203  0.211
H -3.7803 -0.2789 1.4960  0.062

As for the orbital gap (spin up / spin down): 9.10 / 5.99 eV.

---

[7]
Molecular formula: C6H10S
Method: DFT, ωB97M-V/def2-TZVPD

Last column: natural (NBO) charge in e.
Geometry (Å):
C -1.5854 -1.6733 -2.4695  -0.251
C -1.4065 -1.0614 -1.4588  -0.027
C -1.1151 -0.1347 -0.1938  -0.371
S -1.5483 -1.1889 1.2249  -0.044
C 0.3350 0.3601 -0.2371  -0.235
C 1.2341 -0.7643 0.2309  -0.626
C 0.5111 1.5736 0.7080  -0.619
H -1.4677 -2.0331 -3.4411  0.231
H -1.9127 0.6777 -0.2034  0.247
H -2.8721 -1.4739 0.8497  0.151
H 0.4276 0.6262 -1.3406  0.227
H 0.8910 -1.2140 1.1959  0.218
H 2.2484 -0.3818 0.4136  0.218
H 1.2312 -1.6154 -0.5398  0.227
H 1.4803 2.1721 0.4936  0.227
H 0.2661 1.1360 1.6776  0.221
H -0.2766 2.2666 0.4096  0.206

The SMILES is C#C[C@@H](S)C(C)C. As for the orbital gap: 9.81 eV.